Molecular formula: C5H10N2
Method: DFT, the ωB97M-V functional and the def2-TZVPD basis

Its energy relative to the best compared isomer or geometry (same formula, charge and spin) is 109.7 kcal per mole. Its multiplicity is 1. The frontier orbital gap comes out at 8.5 eV. For the maximum force, the calculation gives 3.233 eV/Å. The total energy is -8322.5761 eV.

```
17
Properties=species:S:1:pos:R:3:forces:R:3
C 1.3117 0.3661 0.9313 -1.01 -2.37 -1.04
C -1.2137 1.4375 -0.1931 -1.93 0.03 -0.79
C 0.6465 -0.2527 -0.5680 -0.08 2.86 1.24
C -0.2191 0.8677 -1.0960 2.26 0.80 1.42
C -0.1913 -1.3965 -0.1867 -0.63 -3.11 0.59
N 0.2561 1.0456 1.5540 -0.87 -1.77 1.95
N -0.1740 1.9600 0.7193 -0.66 1.58 -1.85
H 1.7308 -0.5050 1.4084 -0.13 -0.30 0.81
H 2.1119 0.9764 0.6618 0.95 1.48 -0.55
H -1.8308 2.2873 -0.5963 0.61 -1.06 0.33
H -1.8137 0.5906 0.1507 -0.51 0.68 0.87
H 1.5299 -0.4407 -1.1593 0.00 -0.28 -0.37
H 0.1664 1.5251 -1.8647 0.25 -0.03 0.02
H 0.0744 -1.9122 0.8434 -0.33 0.77 -2.19
H -0.2100 -2.1388 -1.0519 0.04 0.50 1.39
H -1.2240 -1.0547 -0.0969 0.11 -0.42 0.17
H -0.5044 0.5125 2.1603 1.93 0.66 -2.02
```
Positions in Å, forces in eV/Å.